w.
This record from the OMol25 dataset describes CH2FO4S as an isolated structure. The level of theory is ωB97M-V/def2-TZVPD.

Summary:
HOMO level ... -5.67 eV
Net charge ... -1

```
9
Properties=species:S:1:pos:R:3:lowdin_charge:R:1
C -2.078 -1.055 -0.224 -0.539
O -1.555 1.447 -0.975 -0.341
O -2.056 1.013 1.370 -0.335
O -3.780 0.612 -0.327 -0.359
O -2.281 -1.708 -1.206 0.077
F -2.131 -1.685 0.953 0.051
S -2.338 0.757 0.001 0.393
H 1.120 -1.445 -0.181 0.023
H 1.298 -0.710 0.031 0.029
```

---

x.
This record from the OMol25 dataset describes a 2-piece molecular cluster, CH2FO4S overall. The level of theory is ωB97M-V/def2-TZVPD.

Summary:
HOMO level ... -5.82 eV
Net charge ... -1

```
9
Properties=species:S:1:pos:R:3:lowdin_charge:R:1
C 0.059 0.193 0.517 0.011
O 0.043 -1.477 -1.662 -0.367
O 1.914 -0.926 -0.113 -0.336
O 1.241 0.680 -1.799 -0.395
O -1.836 1.167 0.487 -0.204
F -2.559 0.479 1.465 -0.243
S 0.853 -0.480 -0.944 0.346
H -0.325 -0.708 1.220 0.128
H 0.610 1.074 0.830 0.060
```

---

y.
This record from the OMol25 dataset describes CH2FO4S as an isolated structure. The level of theory is ωB97M-V/def2-TZVPD.

Summary:
HOMO level ... -5.38 eV
Net charge ... -1

```
9
Properties=species:S:1:pos:R:3:lowdin_charge:R:1
C -0.509 -0.244 -0.028 -0.022
O 1.924 0.210 -1.287 -0.379
O 1.486 -1.592 0.219 -0.399
O 1.808 0.776 1.052 -0.366
O -1.477 1.274 -0.287 -0.177
F -2.681 0.949 0.116 -0.161
S 1.351 -0.130 0.005 0.396
H -1.027 -0.869 -0.721 0.070
H -0.875 -0.373 0.931 0.038
```

---

Structures ranked by computed energy, the most stable listed first: w, y, x.

---

w.
This record from the OMol25 dataset describes a 13-piece molecular cluster, H26O13 overall. The level of theory is ωB97M-V/def2-TZVPD.

Summary:
HOMO level ... -10.74 eV

```
39
Properties=species:S:1:pos:R:3:lowdin_charge:R:1
H -0.103 -1.157 0.515 0.023
H 0.621 0.133 0.169 0.041
H 3.634 2.125 2.896 0.028
H 2.495 1.331 3.514 0.024
H 1.304 -0.728 3.511 0.031
H -0.003 -0.922 4.263 0.043
H -3.472 1.765 -2.181 0.021
H -3.405 0.940 -0.906 -0.007
H -0.486 -3.095 -2.617 0.021
H -0.606 -3.259 -4.123 0.034
H -2.219 0.184 3.425 0.047
H -2.224 -1.011 2.485 0.048
H 3.697 -2.427 -0.133 0.035
H 2.487 -1.602 0.274 0.003
H -0.591 1.572 -3.958 0.036
H -2.023 1.241 -3.573 0.022
H -0.676 1.817 -1.157 -0.011
H 0.381 1.747 -2.246 0.027
H -2.879 -1.121 -1.106 0.051
H -2.222 -0.379 0.046 0.015
H 0.659 -5.346 0.558 0.037
H 0.626 -3.837 0.740 0.017
H 4.053 3.434 0.211 0.029
H 3.463 2.548 -0.874 0.035
H -1.689 3.667 -0.049 0.072
H -0.876 2.521 0.529 0.058
O 0.293 -0.377 0.918 -0.057
O 3.443 1.293 3.344 -0.057
O 0.360 -0.865 3.371 -0.085
O -4.015 1.450 -1.450 -0.043
O 0.021 -3.350 -3.396 -0.060
O -1.831 -0.139 2.603 -0.064
O 3.185 -1.651 -0.389 -0.059
O -1.170 0.830 -3.750 -0.048
O -0.032 2.358 -1.626 -0.081
O -2.021 -0.957 -0.699 -0.048
O 0.256 -4.654 1.094 -0.056
O 3.220 3.215 -0.223 -0.062
O -1.654 2.705 -0.009 -0.062
```

---

x.
This record from the OMol25 dataset describes a 13-piece molecular cluster, H26O13 overall. The level of theory is ωB97M-V/def2-TZVPD.

Summary:
HOMO level ... -8.91 eV

```
39
Properties=species:S:1:pos:R:3:lowdin_charge:R:1
H -1.157 0.923 -0.814 -0.001
H 0.285 1.059 -0.353 -0.006
H 4.885 -1.841 -0.686 0.060
H 4.345 -0.424 -0.789 0.043
H 1.876 0.303 -1.551 0.022
H 1.919 0.174 -3.064 0.059
H -1.763 -2.918 -1.172 -0.028
H -3.217 -2.476 -1.178 0.022
H -2.499 0.249 2.677 0.007
H -1.493 1.338 2.342 0.016
H 0.646 2.773 0.452 0.020
H -0.566 3.593 0.041 0.039
H 3.339 0.076 0.515 -0.022
H 2.933 -0.516 1.855 0.032
H 0.369 -3.309 -1.728 0.070
H 0.414 -3.885 -0.322 0.071
H -2.886 2.371 -1.077 0.070
H -2.811 2.256 0.437 0.068
H 1.876 3.025 -1.948 0.037
H 3.026 3.765 -1.285 0.047
H -1.013 -1.374 -2.598 0.077
H 0.368 -1.723 -2.071 0.040
H -5.613 -0.608 1.621 0.038
H -4.238 -0.201 2.124 0.012
H 1.230 -0.980 2.976 0.009
H 0.797 -0.337 4.284 0.038
O -0.487 0.487 -0.276 -0.063
O 4.085 -1.321 -0.551 -0.043
O 1.355 0.000 -2.303 -0.043
O -2.631 -3.156 -0.827 -0.077
O -1.592 0.524 2.849 -0.043
O -0.234 3.030 0.749 -0.057
O 2.864 0.287 1.326 -0.048
O 0.048 -3.154 -0.833 -0.100
O -2.314 2.062 -0.366 -0.055
O 2.700 2.878 -1.469 -0.052
O -0.566 -1.764 -1.839 -0.158
O -4.739 -0.342 1.313 -0.046
O 0.458 -0.843 3.536 -0.054
```

---

y.
This record from the OMol25 dataset describes H26O13 as an isolated structure. The level of theory is ωB97M-V/def2-TZVPD.

Summary:
HOMO level ... -8.94 eV

```
39
Properties=species:S:1:pos:R:3:lowdin_charge:R:1
O -1.939 -1.816 0.713 -0.116
H -2.093 -1.563 1.711 0.018
H -2.632 -2.477 0.509 0.077
O 2.230 -1.766 2.765 -0.139
H 2.875 -1.029 2.864 0.020
H 1.614 -1.350 2.138 -0.079
O 0.639 0.556 -2.523 -0.160
H 0.567 -0.474 -2.390 -0.117
H -0.282 0.937 -2.513 -0.300
O 2.698 0.386 1.628 -0.087
H 2.804 1.222 2.097 0.056
H 1.844 0.542 1.132 0.031
O 0.669 -1.565 -1.911 0.106
H -0.020 -2.049 -2.227 0.064
H 1.419 -2.084 -2.247 0.153
O -2.117 -1.298 3.204 -0.051
H -1.344 -1.760 3.567 0.088
H -1.813 -0.415 2.882 -0.030
O -1.155 0.367 1.906 -0.038
H -1.608 0.747 1.067 0.165
H -0.762 1.035 2.442 0.112
O 0.980 -1.371 0.812 -0.138
H 0.021 -1.568 0.619 0.046
H 1.368 -1.634 -0.172 0.169
O 3.267 1.616 -2.559 -0.097
H 2.328 1.451 -2.644 -0.038
H 3.364 2.354 -1.913 0.039
O -2.736 -0.142 -1.643 0.166
H -2.401 -0.638 -0.924 0.051
H -3.024 -0.636 -2.331 0.073
O -1.260 1.094 -2.322 0.139
H -1.804 1.240 -2.990 0.046
H -1.689 0.348 -1.796 -0.082
O 0.254 0.918 0.215 -0.106
H -0.108 0.235 0.816 -0.027
H 0.309 0.488 -0.651 0.020
O -0.152 3.699 0.394 -0.053
H -0.897 3.144 -0.122 0.111
H 0.590 3.246 0.401 -0.091
```

---

z.
This record from the OMol25 dataset describes a 13-piece molecular cluster, H26O13 overall. The level of theory is ωB97M-V/def2-TZVPD.

Summary:
HOMO level ... -9.68 eV

```
39
Properties=species:S:1:pos:R:3:lowdin_charge:R:1
H 1.677 -1.059 0.270 0.025
H 0.261 -0.296 0.388 0.077
H -1.545 0.498 -2.371 -0.028
H -1.741 -0.094 -3.883 0.115
H 0.324 4.678 -2.154 0.000
H 0.495 3.220 -2.738 0.102
H -2.045 -1.978 -0.781 -0.027
H -2.407 -2.229 0.662 0.047
H 0.784 2.352 3.791 0.071
H 0.545 0.895 3.853 -0.039
H 1.039 -3.456 -1.623 0.030
H 0.034 -2.647 -2.654 0.087
H -3.426 -2.725 3.701 0.120
H -2.920 -1.403 3.152 0.015
H 2.452 3.108 -1.641 0.019
H 1.916 2.528 -0.449 -0.067
H -4.125 -0.095 -0.771 0.065
H -3.565 -0.114 -2.180 0.047
H -0.564 3.177 0.486 -0.015
H -1.337 2.109 -0.304 0.060
H 0.111 0.261 -1.935 -0.003
H 1.456 0.570 -2.234 -0.007
H 4.597 -1.969 1.633 -0.016
H 5.809 -1.473 2.375 0.031
H -0.447 -1.946 3.254 0.044
H 0.613 -1.132 2.596 0.004
O 1.185 -0.314 -0.051 -0.069
O -1.216 0.512 -3.248 -0.089
O 0.938 4.138 -2.576 -0.053
O -2.466 -2.662 -0.269 -0.095
O 0.869 1.564 4.392 -0.035
O 0.412 -2.736 -1.711 -0.087
O -3.039 -2.291 2.831 -0.085
O 2.707 2.857 -0.732 -0.031
O -3.295 -0.003 -1.260 -0.058
O -0.633 2.287 0.361 -0.012
O 0.773 0.072 -2.602 -0.069
O 5.476 -2.158 1.809 -0.015
O 0.301 -2.044 2.609 -0.059
```

---

Structures ranked by computed energy, the most stable listed first: w, z, x, y.

---

w.
This record from the OMol25 dataset describes a 13-piece molecular cluster, H26O13 overall. The level of theory is ωB97M-V/def2-TZVPD.

Summary:
HOMO level ... -10.49 eV

```
39
Properties=species:S:1:pos:R:3:lowdin_charge:R:1
O -3.085 0.617 0.484 -0.028
H -3.964 0.683 0.112 0.060
H -2.937 -0.323 0.586 0.028
O -3.162 -0.872 -2.514 -0.039
H -3.091 -1.617 -3.110 0.037
H -2.559 -1.077 -1.800 -0.027
O 1.994 1.980 -2.742 -0.047
H 1.126 2.078 -2.351 -0.007
H 2.112 2.773 -3.266 0.041
O -1.534 -2.354 -0.493 -0.037
H -0.999 -2.552 0.276 0.052
H -2.277 -2.954 -0.428 0.093
O -0.055 0.329 -0.345 -0.008
H 0.278 0.062 0.511 0.017
H -0.676 -0.358 -0.586 0.014
O -1.492 1.245 2.806 -0.046
H -1.919 0.949 2.002 -0.024
H -0.671 0.754 2.836 -0.021
O 1.466 0.760 2.820 -0.027
H 2.217 1.189 3.230 0.065
H 1.842 0.015 2.350 -0.011
O 2.605 -1.546 1.389 -0.034
H 2.940 -0.930 0.738 0.020
H 3.383 -1.844 1.860 0.086
O -0.819 2.785 -1.821 -0.048
H -1.498 3.415 -1.581 0.045
H -0.938 2.059 -1.208 -0.005
O 0.523 3.415 1.272 -0.047
H 1.402 3.566 0.926 0.028
H 0.585 2.578 1.731 -0.022
O 3.111 -0.071 -0.926 -0.042
H 3.355 -0.218 -1.840 0.056
H 2.334 0.485 -0.971 0.009
O -0.490 -2.927 -2.778 -0.064
H -0.918 -2.579 -1.995 -0.060
H 0.305 -3.347 -2.450 0.030
O 0.218 -2.016 2.160 -0.045
H 1.139 -1.771 2.074 -0.044
H 0.149 -2.383 3.042 0.054
```

---

x.
This record from the OMol25 dataset describes H26O13 as an isolated structure. The level of theory is ωB97M-V/def2-TZVPD.

Summary:
HOMO level ... -8.51 eV

```
39
Properties=species:S:1:pos:R:3:lowdin_charge:R:1
O -2.004 1.053 0.071 -0.005
H -2.879 1.372 0.290 0.142
H -1.417 1.560 0.631 -0.105
O 2.000 1.024 1.303 0.119
H 2.596 1.209 2.030 0.169
H 1.138 0.953 1.711 -0.113
O 1.603 -1.336 -1.675 -0.033
H 1.598 -0.790 -2.461 0.094
H 0.679 -1.518 -1.503 -0.038
O 1.525 -1.016 0.463 -0.066
H 1.465 -0.716 -0.444 -0.024
H 1.780 -0.236 0.957 -0.029
O -0.362 -0.164 -0.349 -0.161
H -0.687 0.736 -0.354 0.034
H 0.329 -0.167 0.313 0.001
O 0.197 -2.483 0.407 -0.065
H -0.316 -1.769 0.785 -0.138
H 1.037 -2.082 0.183 -0.114
O -0.466 1.735 1.334 0.094
H -0.249 0.924 1.794 -0.171
H -0.506 2.398 2.023 0.145
O -1.385 -1.259 1.293 -0.008
H -1.268 -0.688 0.533 -0.051
H -1.834 -2.030 0.947 0.108
O 0.145 2.132 -1.986 -0.052
H 0.670 1.787 -1.264 -0.329
H -0.195 1.354 -2.428 0.012
O -0.266 -1.591 -2.452 -0.047
H -0.864 -1.169 -1.836 -0.011
H -0.750 -1.619 -3.277 0.097
O 0.462 0.309 2.380 0.190
H 0.056 0.406 3.242 0.198
H 0.304 -0.604 2.142 0.148
O 1.373 1.452 -0.595 0.103
H 1.759 1.411 0.280 -0.145
H 1.937 0.895 -1.133 0.126
O -2.150 -0.466 -1.416 -0.033
H -2.277 0.159 -0.702 -0.127
H -2.778 -1.166 -1.236 0.084
```

---

y.
This record from the OMol25 dataset describes a 12-piece molecular cluster, H26O13 overall. The level of theory is ωB97M-V/def2-TZVPD.

Summary:
HOMO level ... -8.42 eV

```
39
Properties=species:S:1:pos:R:3:lowdin_charge:R:1
H -0.436 0.847 -0.003 0.059
H 0.729 0.032 -0.542 0.057
H -0.026 -0.769 0.784 0.015
H -0.733 -1.543 1.885 -0.020
H 1.100 0.656 3.633 0.017
H 1.474 1.145 5.023 0.036
H 1.288 2.410 -0.206 -0.014
H 2.521 1.667 -0.694 0.019
H -4.714 1.471 0.912 0.029
H -5.962 1.395 1.776 0.033
H 3.159 -1.629 -4.224 0.036
H 3.178 -0.125 -4.437 0.039
H 0.842 -2.925 4.253 0.057
H 0.394 -2.112 3.050 0.054
H -0.606 2.440 -4.109 0.033
H -0.230 3.585 -3.183 0.029
H -0.382 -1.746 -2.716 0.053
H 0.737 -1.084 -1.929 0.045
H -1.427 -3.166 1.913 0.081
H -2.030 -3.258 3.305 0.098
H -1.338 3.908 0.571 0.049
H -0.119 3.599 1.425 0.055
H 4.601 0.727 0.081 0.020
H 5.290 -0.124 -0.972 0.034
H -3.332 -3.484 -3.289 0.029
H -3.516 -2.224 -2.459 0.032
O -0.228 0.126 -0.608 -0.143
O -0.904 -0.976 1.124 -0.052
O 1.611 1.335 4.088 -0.059
O 2.250 2.461 -0.219 -0.049
O -5.673 1.559 0.872 -0.063
O 2.995 -0.795 -3.769 -0.057
O 0.054 -2.662 3.765 -0.114
O 0.061 3.123 -3.977 -0.062
O -0.222 -1.104 -2.015 -0.078
O -1.272 -2.903 2.827 -0.138
O -0.488 3.454 0.547 -0.043
O 5.010 -0.135 -0.050 -0.058
O -3.655 -3.177 -2.434 -0.061
```

---

z.
This record from the OMol25 dataset describes a 13-piece molecular cluster, H26O13 overall. The level of theory is ωB97M-V/def2-TZVPD.

Summary:
HOMO level ... -11.35 eV

```
39
Properties=species:S:1:pos:R:3:lowdin_charge:R:1
O -3.897 0.847 -4.443 -0.052
H -4.704 0.486 -4.809 0.029
H -3.852 0.485 -3.558 0.019
O 1.965 1.178 5.074 -0.055
H 1.992 1.362 4.135 0.027
H 2.836 1.417 5.391 0.030
O 5.506 -0.380 -0.154 -0.054
H 4.726 -0.935 -0.144 0.024
H 6.239 -0.995 -0.124 0.031
O -0.385 -2.110 -3.959 -0.054
H -0.804 -2.925 -4.238 0.029
H -1.047 -1.436 -4.112 0.024
O -3.457 -4.153 3.659 -0.055
H -2.994 -3.368 3.366 0.021
H -3.574 -4.024 4.601 0.029
O 1.232 3.260 -3.299 -0.054
H 1.597 4.021 -3.751 0.030
H 1.623 2.508 -3.744 0.030
O 0.122 -3.725 0.928 -0.052
H 0.907 -3.924 1.438 0.028
H -0.272 -4.579 0.751 0.033
O -2.022 -0.104 4.106 -0.051
H -1.454 -0.177 3.339 0.018
H -1.433 0.150 4.817 0.029
O 3.220 -4.199 -1.741 -0.052
H 2.922 -4.810 -1.067 0.022
H 2.463 -3.637 -1.906 0.026
O -4.324 0.513 -0.337 -0.055
H -3.986 0.999 0.415 0.031
H -5.154 0.942 -0.546 0.029
O -1.958 5.286 -0.770 -0.053
H -1.131 5.137 -1.228 0.023
H -1.700 5.526 0.120 0.029
O 3.656 3.634 0.583 -0.052
H 4.100 2.786 0.580 0.025
H 3.046 3.588 -0.153 0.022
O 0.044 0.639 0.600 -0.051
H -0.088 1.021 -0.268 0.030
H 0.041 -0.306 0.450 0.024
```

---

Structures ranked by computed energy, the most stable listed first: w, z, y, x.